1 | {
  "formula": "C4H11NOS",
  "method": "ωB97M-V/def2-TZVPD",
  "species": ["S", "O", "N", "C", "C", "C", "C", "H", "H", "H", "H", "H", "H", "H", "H", "H", "H", "H"],
  "xyz": [[-2.770, -0.379, 1.618], [0.416, -1.879, -1.135], [0.975, 0.735, 0.440], [-0.116, -0.173, 0.525], [1.893, 0.798, -0.686], [-1.314, 0.615, 1.171], [-0.524, -0.915, -0.732], [-3.147, -0.999, 0.480], [-0.692, -0.168, -1.527], [-1.471, -1.414, -0.604], [2.592, 1.630, -0.627], [1.327, 1.319, 1.168], [1.201, -1.442, -1.517], [1.398, 0.832, -1.658], [-0.968, 1.074, 2.092], [2.572, -0.070, -0.698], [-1.512, 1.414, 0.455], [0.139, -0.978, 1.234]],
  "nbo_charge": [-0.048, -0.715, -0.667, -0.067, -0.413, -0.513, -0.069, 0.120, 0.154, 0.193, 0.212, 0.388, 0.471, 0.182, 0.228, 0.158, 0.212, 0.175],
  "lumo_ha": 0.0310,
  "multiplicity": 1,
  "smiles": "CN[C@H](CO)CS",
  "homo_lumo_gap_ev": 9.30
}



2 | {
  "formula": "C4H11NOS",
  "method": "ωB97M-V/def2-TZVPD",
  "species": ["S", "O", "N", "C", "C", "C", "C", "H", "H", "H", "H", "H", "H", "H", "H", "H", "H", "H"],
  "xyz": [[-0.386, 0.276, 0.275], [-0.322, -0.277, 1.661], [0.073, 1.854, 0.428], [-1.996, 0.371, -0.319], [1.629, -0.494, -0.630], [-2.860, -0.879, -0.451], [2.588, -0.269, 0.381], [-3.857, -0.619, -0.744], [2.068, -0.366, 1.303], [-3.017, -1.404, 0.480], [1.344, -1.515, -0.867], [3.117, 0.687, 0.263], [1.044, 1.834, 0.256], [1.771, 0.155, -1.471], [3.527, -1.060, 0.538], [-2.033, 0.949, -1.176], [-2.626, -1.421, -1.281], [-0.064, 2.178, 1.355]],
  "nbo_charge": [1.688, -0.961, -1.014, -0.645, -0.453, -0.648, -0.692, 0.224, 0.257, 0.226, 0.216, 0.208, 0.372, 0.197, 0.221, 0.200, 0.204, 0.400],
  "lumo_ha": [0.0019, 0.0019],
  "multiplicity": 1,
  "homo_lumo_gap_ev": [7.52, 7.52]
}



Which structure is most stable? 1, by 88.6 kcal/mol over the runner-up.